Entry 1:
DFT (ωB97M-V/def2-TZVPD) results for a structure of composition C29H57N10OSeTi.

Its energy above the lowest of the compared OMol25 structures with the same formula, charge and spin is 0.0 kJ/mol. Its multiplicity is 2. The value obtained for the HOMO-LUMO gap (spin up / spin down) is 8.261 / 8.565 eV. The net charge is +2. As for the max |F|: 0.6 eV/A.

Structure (XYZ):
```
99
Properties=species:S:1:pos:R:3:forces:R:3
Ti 0.13585 0.24825 -0.13952 0.086 0.182 0.112
C 1.20397 -0.70648 2.46443 -0.070 -0.035 -0.056
N -0.12671 -1.02111 2.93932 0.123 -0.007 0.155
C -0.48140 -0.57955 4.28460 0.000 0.124 -0.067
C -1.04030 -1.51446 2.07460 -0.066 0.017 -0.002
N -0.73229 -1.46944 0.78363 -0.137 -0.090 -0.148
C -1.48094 -2.21437 -0.17284 0.006 -0.120 0.091
C -1.95521 -3.49965 0.07717 -0.008 -0.008 0.000
C -2.80414 -4.13311 -0.81494 -0.006 0.004 0.010
C -3.21098 -3.46112 -1.95841 0.008 -0.005 -0.006
C -2.67125 -2.22064 -2.25696 0.066 -0.050 -0.076
C -1.72396 -1.62510 -1.42415 -0.094 0.023 -0.002
N -1.03450 -0.42578 -1.76487 -0.340 -0.295 -0.033
C -0.83500 -0.15659 -3.06715 0.094 0.109 0.082
N -0.57965 -1.10530 -4.00171 -0.072 -0.040 0.034
C -0.00249 -2.40368 -3.68967 -0.021 0.014 0.001
C -1.17416 -1.05039 -5.33521 -0.020 0.002 -0.008
N -0.81719 1.12800 -3.46963 -0.061 0.031 0.021
C -0.12023 1.57198 -4.67093 -0.011 0.009 0.009
C -1.64621 2.15057 -2.83133 0.056 -0.001 -0.116
N -2.20471 -1.95925 2.60988 -0.004 -0.111 -0.094
C -2.20854 -2.86524 3.75319 -0.001 -0.013 -0.003
C -3.49714 -1.78705 1.96042 0.058 -0.016 0.025
H 1.67695 -1.55696 1.98094 0.000 -0.004 -0.052
H 1.82154 -0.39378 3.30250 0.026 -0.033 0.023
H 1.22493 0.14902 1.76171 0.100 0.019 0.214
H -0.02269 0.39007 4.47345 0.025 0.034 0.003
H -0.13519 -1.27900 5.04633 0.003 0.018 0.011
H -1.55963 -0.46838 4.36396 0.031 0.019 0.004
H -1.67248 -3.99450 0.99834 -0.003 0.005 0.004
H -3.17114 -5.12770 -0.60082 0.005 0.009 -0.001
H -3.93109 -3.90956 -2.62980 0.008 0.010 0.004
H -2.97283 -1.71460 -3.16557 0.001 0.008 -0.002
H 0.32755 -2.44560 -2.65836 0.031 0.017 0.064
H 0.84538 -2.58195 -4.35397 -0.005 0.000 -0.003
H -0.73385 -3.20119 -3.83225 -0.003 0.004 -0.003
H -1.72216 -0.12533 -5.47964 -0.027 -0.059 0.013
H -1.87211 -1.88485 -5.44055 0.014 -0.005 -0.012
H -0.41071 -1.13882 -6.10867 0.003 0.008 -0.006
H -0.81456 1.81258 -5.47821 0.019 0.009 -0.002
H 0.57189 0.80757 -5.01046 0.023 0.024 0.004
H 0.43961 2.47506 -4.43222 -0.009 0.012 -0.007
H -2.61631 2.21711 -3.32907 0.008 0.016 -0.018
H -1.14497 3.11110 -2.92539 0.011 0.007 0.017
H -1.79657 1.94544 -1.78176 -0.030 -0.066 0.102
H -1.19569 -3.04290 4.10623 -0.051 -0.029 -0.026
H -2.63806 -3.82273 3.44757 -0.008 0.005 0.010
H -2.80803 -2.46622 4.57329 -0.002 -0.008 0.006
H -3.42174 -1.06149 1.15618 0.001 0.009 -0.030
H -4.19674 -1.40876 2.70948 -0.007 -0.015 -0.006
H -3.88686 -2.72824 1.57159 0.002 -0.016 -0.017
C 2.54678 2.83884 -2.01060 0.059 0.094 -0.013
C 1.83379 2.90629 -0.66687 -0.047 -0.187 -0.021
C 0.86461 4.08488 -0.62992 0.007 0.059 0.020
C 2.85289 2.96694 0.46756 -0.007 0.018 0.044
O 1.07082 1.69795 -0.51938 0.408 0.402 -0.208
H 3.15039 3.73524 -2.16300 -0.022 -0.003 -0.006
H 1.82319 2.77288 -2.82316 0.011 -0.019 0.032
H 3.21643 1.97713 -2.06633 -0.016 -0.008 0.021
H 1.38443 5.00644 -0.36547 -0.006 -0.008 -0.042
H 0.06925 3.90411 0.09250 0.026 0.002 0.009
H 0.39531 4.23688 -1.60223 -0.018 -0.033 0.013
H 3.30618 3.95696 0.52429 0.020 -0.034 -0.031
H 3.65575 2.24220 0.32160 -0.016 -0.020 0.011
H 2.37985 2.75127 1.42567 -0.017 0.053 -0.002
C -4.55220 1.97160 2.87137 0.048 0.030 0.020
N -3.25877 2.44031 3.35472 -0.002 -0.039 0.049
C -3.04599 3.07392 4.56295 -0.037 0.023 -0.004
C -1.73606 3.38292 4.62294 0.029 0.053 -0.002
N -1.16236 2.93803 3.44574 0.025 -0.050 0.022
C 0.22366 3.13640 3.06339 -0.039 0.022 0.007
C -2.09886 2.35359 2.67701 0.030 -0.049 0.082
Se -1.96975 1.61295 0.97627 -0.233 0.090 -0.222
H -5.28737 2.15169 3.64995 -0.016 -0.008 -0.007
H -4.49874 0.90939 2.64760 -0.008 0.000 -0.013
H -4.82941 2.51274 1.96967 -0.008 0.000 -0.006
H -3.84638 3.25559 5.25866 0.030 -0.002 -0.009
H -1.16338 3.89040 5.37959 -0.024 -0.021 -0.017
H 0.74583 3.61000 3.88999 0.013 -0.004 0.005
H 0.27842 3.77456 2.18447 0.013 -0.009 0.026
H 0.68928 2.17974 2.83781 0.010 -0.035 -0.008
C 5.37859 -0.59558 -0.14212 0.007 0.009 0.086
C 4.18658 -1.48497 -0.47467 -0.011 0.015 -0.062
C 4.12817 -2.67220 0.48086 -0.050 -0.039 -0.024
C 4.28503 -1.97091 -1.92146 0.043 0.058 -0.047
N 2.98712 -0.63684 -0.23680 0.102 -0.204 0.122
N 1.77849 -1.08910 -0.86189 0.104 0.075 0.254
H 6.30620 -1.16248 -0.21303 -0.014 0.004 -0.013
H 5.30033 -0.20655 0.87531 -0.015 0.000 -0.027
H 5.44883 0.24662 -0.83594 -0.001 -0.011 0.000
H 5.01120 -3.30159 0.36575 -0.027 0.010 -0.011
H 3.25763 -3.30733 0.28327 0.026 0.006 0.018
H 4.08309 -2.32931 1.51516 0.018 0.002 -0.006
H 5.23537 -2.48169 -2.07606 -0.018 -0.005 0.009
H 4.24918 -1.13510 -2.62722 -0.010 0.003 0.019
H 3.49931 -2.68580 -2.17773 0.006 -0.012 0.003
H 3.14842 0.29985 -0.57762 -0.026 0.147 -0.107
H 1.60032 -2.02233 -0.50284 -0.117 -0.105 0.055
H 1.90130 -1.19240 -1.86452 0.017 0.014 -0.243
```
Positions in Å, forces in eV/Å.

=====

Entry 2:
DFT (ωB97M-V/def2-TZVPD) results for a cluster of 8 separate species, C29H58BNO26 in total at a distorted geometry.

Its multiplicity is 1. The value obtained for the HOMO-LUMO gap is 10.456 eV. As for the max |F|: 8.7 eV/A.

Structure (XYZ):
```
115
Properties=species:S:1:pos:R:3:forces:R:3
C -0.32128 3.56365 -2.94828 0.724 -0.585 -0.347
B -0.30095 3.55258 -1.29489 2.397 -0.480 0.796
O 0.99368 3.21590 -0.60535 -2.778 0.139 -2.831
N -1.48268 3.89339 -0.40426 -0.646 -2.100 0.199
C -2.16816 2.66807 0.15933 -4.302 -2.787 -1.490
O -3.14124 1.99540 -0.48292 5.969 4.871 4.053
O -1.78907 2.18571 1.52874 0.201 0.444 -3.835
C -1.04504 0.91981 1.32049 1.806 -1.600 -0.834
C -0.29899 0.34293 2.66395 -1.502 1.290 0.575
C 1.05601 1.15609 3.09428 0.377 -0.830 0.469
C 2.43752 0.61446 2.33105 0.365 1.779 2.108
O 2.32185 -0.74974 1.80139 0.486 1.341 -4.137
C 2.33920 -0.80391 0.33687 -1.366 2.126 -3.355
C 2.83656 -2.25053 -0.33682 -0.452 0.532 -0.298
O 1.95811 0.14563 -0.51772 2.241 -4.977 5.795
H -0.36805 4.65904 -3.36172 -0.164 -2.114 0.616
H 0.71371 3.10712 -3.30793 -2.092 1.028 0.577
H -1.15482 2.85402 -3.41042 1.564 1.806 1.006
H 1.60281 2.84922 -1.31184 -0.960 0.553 1.343
H -2.15272 4.55177 -0.87582 0.471 -1.575 0.504
H -1.70632 0.05677 0.85301 1.003 2.109 1.300
H -0.20102 1.16178 0.53684 -1.481 -0.589 1.473
H -1.07443 0.49482 3.55878 1.689 -0.465 -1.888
H -0.17527 -0.81471 2.54725 0.085 2.329 0.143
H 0.98607 2.32332 2.96787 -0.118 -2.390 0.022
H 1.20545 0.96407 4.25963 -0.329 0.406 -2.523
H 2.84248 1.41449 1.57859 -1.052 -1.917 1.005
H 3.24999 0.55829 3.20456 -1.660 -0.119 -2.047
H 3.82678 -2.65948 0.13400 -2.150 0.778 -0.583
H 1.94135 -3.03992 -0.31535 2.059 1.796 0.227
H 3.04876 -2.03245 -1.48059 -0.577 -0.232 2.546
C -1.83113 -0.47822 -1.42233 -0.056 0.216 0.225
O -2.04164 -0.94917 -2.75201 0.664 -1.053 -0.557
C -1.26242 -2.00395 -3.10064 0.075 0.004 0.128
O -0.43433 -2.55016 -2.38871 -1.033 0.650 -0.897
O -1.56417 -2.34573 -4.37874 0.159 0.372 1.046
C -0.81511 -3.44951 -4.88340 0.212 -0.391 -0.263
H -2.50567 0.36527 -1.25167 0.153 -0.521 -0.412
H -2.06706 -1.26061 -0.69372 0.202 -0.028 -0.175
H -0.80198 -0.12700 -1.29552 -0.053 -0.267 -0.011
H -1.01049 -4.35079 -4.29319 0.170 0.206 0.005
H 0.25468 -3.21715 -4.89498 -0.176 -0.105 0.150
H -1.13789 -3.63525 -5.91155 -0.114 0.299 0.230
C 3.34717 -4.96472 -7.76197 0.581 0.120 0.024
O 1.94070 -5.20130 -7.75669 -0.581 -0.655 -0.642
C 1.52101 -6.09288 -8.68956 0.398 -0.370 -0.315
O 2.23041 -6.67734 -9.49335 -1.088 0.910 1.195
O 0.17516 -6.22151 -8.57318 1.074 0.150 0.170
C -0.40921 -7.13525 -9.49930 -0.277 -0.375 -0.350
H 3.57051 -4.23687 -6.97715 -0.350 -0.146 -0.096
H 3.89466 -5.88699 -7.54212 -0.111 0.143 -0.211
H 3.66434 -4.54418 -8.72173 -0.039 -0.238 0.118
H -0.01194 -8.14439 -9.34883 0.051 0.243 -0.141
H -0.24224 -6.80155 -10.52853 0.118 -0.145 0.177
H -1.48700 -7.15928 -9.31607 0.268 0.211 0.186
C -2.38460 2.64383 5.06083 -0.550 0.113 -0.407
O -1.19788 2.39540 5.81194 0.300 0.343 1.122
C -1.19010 2.95912 7.04622 -0.478 0.273 0.046
O -2.08554 3.63130 7.53335 1.352 -1.003 -0.666
O -0.01330 2.64541 7.64466 -0.757 0.114 -0.567
C 0.13578 3.17590 8.96013 0.075 0.177 0.466
H -2.28185 2.14699 4.09223 0.214 0.111 0.291
H -3.25883 2.22641 5.57086 0.150 0.215 0.016
H -2.51293 3.71682 4.88534 -0.052 -0.190 0.147
H -0.63769 2.77965 9.62613 0.042 0.211 -0.170
H 0.10820 4.27016 8.94060 -0.168 -0.212 0.025
H 1.11150 2.86318 9.34215 -0.153 -0.079 -0.345
C -4.18592 -3.22985 6.15032 -0.428 -0.112 0.314
O -3.05675 -2.87043 5.35661 0.379 -0.534 -0.864
C -2.80433 -3.71897 4.32823 -0.303 -0.409 -0.092
O -3.44629 -4.71967 4.05001 0.959 1.473 0.408
O -1.71379 -3.26118 3.66298 -0.801 -0.163 0.644
C -1.32854 -4.06135 2.54699 0.143 -0.285 -0.434
H -4.29415 -2.48332 6.94188 0.271 -0.011 -0.283
H -5.09918 -3.22629 5.54650 0.203 -0.165 0.075
H -4.03345 -4.20786 6.61813 -0.098 0.109 -0.228
H -2.12758 -4.09095 1.79901 0.091 -0.132 0.215
H -1.06184 -5.07261 2.87068 -0.211 0.144 -0.083
H -0.44711 -3.60266 2.09040 -0.178 0.130 0.295
C -0.07040 6.36400 1.92298 0.283 -0.595 0.093
O -0.75605 7.59201 1.68620 -1.071 0.371 0.397
C -1.96917 7.67912 2.28790 -0.084 -0.398 0.253
O -2.48796 6.82025 2.98369 0.716 1.247 -1.004
O -2.50514 8.88748 1.98128 0.544 -0.848 0.112
C -3.79188 9.12018 2.55070 -0.465 0.112 0.206
H 0.88643 6.40385 1.39525 -0.270 0.260 0.005
H 0.13078 6.23388 2.99127 -0.175 -0.031 -0.166
H -0.64510 5.51898 1.53026 0.072 0.130 0.216
H -3.73947 9.10034 3.64417 -0.043 -0.170 -0.214
H -4.51541 8.38536 2.18313 0.174 0.033 0.204
H -4.12395 10.11479 2.24048 0.334 -0.180 -0.090
C -2.71559 0.54212 -10.00247 -0.302 0.403 0.177
O -1.92173 -0.51719 -10.53333 0.399 -0.810 0.552
C -1.53293 -1.43762 -9.61521 -0.089 -0.016 0.468
O -1.80306 -1.42138 -8.42455 0.402 -0.037 -1.725
O -0.79141 -2.37932 -10.25142 -0.604 0.883 0.281
C -0.31058 -3.41970 -9.40259 0.110 -0.300 0.289
H -2.96936 1.21846 -10.82330 0.213 -0.328 -0.019
H -3.64614 0.15178 -9.57777 0.259 0.057 0.075
H -2.15330 1.10732 -9.25216 -0.167 -0.217 -0.016
H -1.14504 -3.96854 -8.95395 0.200 0.214 0.023
H 0.34785 -3.01295 -8.62826 -0.254 -0.088 -0.033
H 0.26855 -4.11570 -10.01575 -0.211 0.378 -0.152
C 8.13614 0.20989 6.72727 0.508 -0.078 0.121
O 6.78147 0.48404 6.37531 -0.825 -0.627 0.194
C 5.90270 -0.48259 6.74231 0.086 -0.426 0.235
O 6.17916 -1.51970 7.32445 -0.396 1.522 -0.852
O 4.66293 -0.09537 6.34932 1.073 -0.106 0.206
C 3.62872 -1.02299 6.67188 -0.441 -0.345 0.108
H 8.75025 1.04786 6.38627 -0.387 -0.043 -0.036
H 8.24310 0.12428 7.81350 -0.053 -0.153 -0.219
H 8.48792 -0.69954 6.22951 -0.122 0.077 0.230
H 3.55540 -1.15783 7.75598 0.126 -0.098 -0.221
H 3.80024 -1.98174 6.17194 0.061 0.128 0.227
H 2.68155 -0.61191 6.31179 0.340 0.162 -0.023
```
Positions in Å, forces in eV/Å.